# 1
Formula: C47H38BrKN9O5Se
Source: OMol25
Level of theory: wB97M-V/def2-TZVPD

Last column: Mulliken charge in e.
Atoms and positions in Å:
K1 -1.013 -0.191 -0.298  1.013
C1 2.554 2.824 1.493  -0.762
O1 3.392 2.333 0.461  -0.401
C2 3.506 0.951 0.459  -0.410
C3 4.718 0.410 0.815  -0.277
C4 4.894 -0.973 0.815  -1.103
C5 3.812 -1.761 0.481  -1.116
C6 2.565 -1.245 0.092  1.515
C7 1.578 -2.297 -0.215  -1.441
N1 0.482 -2.190 -0.856  1.614
N2 -0.184 -3.401 -1.031  -0.872
C8 -1.482 -3.267 -1.216  -0.065
O2 -2.198 -2.226 -1.163  -1.058
C9 -2.178 -4.578 -1.519  0.623
C10 -1.504 -5.798 -1.523  -0.261
C11 -2.181 -6.974 -1.812  -0.752
C12 -3.540 -6.948 -2.102  -0.355
C13 -4.217 -5.737 -2.099  -0.664
C14 -3.539 -4.560 -1.807  -0.305
C15 2.379 0.179 0.028  0.282
O3 1.317 0.787 -0.377  -0.079
H1 2.485 3.903 1.361  0.231
H2 2.988 2.604 2.475  0.390
H3 1.554 2.384 1.432  0.116
H4 5.517 1.087 1.096  0.477
H5 5.842 -1.415 1.095  0.377
H6 3.917 -2.841 0.503  0.363
H7 1.864 -3.295 0.135  0.114
H8 -0.448 -5.799 -1.289  0.458
H9 -1.647 -7.917 -1.809  0.378
H10 -4.067 -7.867 -2.328  0.369
H11 -5.276 -5.708 -2.326  0.388
H12 -4.042 -3.602 -1.800  0.424
C16 -4.000 1.526 1.338  -0.967
O4 -2.967 1.741 0.398  -0.221
C17 -2.409 2.984 0.340  1.027
C18 -2.742 4.027 1.181  -0.467
C19 -2.032 5.222 1.082  -0.467
Br1 -2.508 6.655 2.236  -0.251
C20 -0.984 5.364 0.208  -1.110
C21 -0.645 4.303 -0.641  0.951
C22 -1.402 3.142 -0.635  0.004
O5 -1.249 2.116 -1.492  -0.673
C23 0.583 4.434 -1.445  0.145
N3 0.926 5.528 -2.076  -0.907
C24 2.202 5.271 -2.542  0.189
C25 3.064 6.089 -3.273  -0.737
C26 4.322 5.606 -3.564  -0.569
C27 4.732 4.334 -3.126  -1.007
C28 3.892 3.509 -2.406  -0.120
C29 2.610 3.988 -2.143  0.828
N4 1.541 3.459 -1.456  1.711
H13 -4.877 2.137 1.108  0.472
H14 -3.664 1.747 2.356  0.252
H15 -4.256 0.471 1.266  0.224
H16 -3.533 3.930 1.908  0.516
H17 -0.398 6.271 0.162  0.535
H18 -0.490 2.190 -2.101  0.071
H19 2.745 7.075 -3.587  0.446
H20 5.015 6.218 -4.127  0.359
H21 5.739 4.000 -3.347  0.420
H22 4.225 2.554 -2.027  0.208
H23 1.515 2.531 -0.989  -0.754
N5 -5.368 2.205 9.444  -0.526
C30 -4.954 1.691 8.502  0.060
C31 -4.436 1.048 7.326  0.465
C32 -3.573 1.736 6.476  -1.034
C33 -3.087 1.119 5.339  -0.057
C34 -3.444 -0.196 5.055  0.747
C35 -4.300 -0.887 5.907  -0.392
C36 -4.801 -0.264 7.034  -0.849
N6 -2.946 -0.826 3.899  0.251
C37 -3.596 -1.757 3.106  -0.439
C38 -2.743 -2.042 2.086  -0.562
N7 -1.575 -1.324 2.234  -0.303
C39 -1.728 -0.611 3.312  -0.526
H24 -3.299 2.757 6.699  0.442
H25 -2.443 1.664 4.662  0.405
H26 -4.556 -1.916 5.693  0.478
H27 -5.465 -0.796 7.700  0.437
H28 -4.597 -2.087 3.321  0.427
H29 -2.891 -2.680 1.230  0.305
H30 -0.993 0.054 3.738  0.527
C40 3.373 0.241 -3.105  -0.873
N8 2.458 -0.846 -3.362  0.445
C41 1.168 -0.701 -3.739  -0.416
Se1 0.294 0.864 -4.146  -0.218
N9 0.656 -1.947 -3.864  0.271
C42 1.614 -2.901 -3.569  -0.020
C43 1.573 -4.283 -3.515  -0.762
C44 2.744 -4.930 -3.156  -0.648
C45 3.910 -4.220 -2.853  -0.728
C46 3.945 -2.835 -2.896  -0.616
C47 2.772 -2.194 -3.259  0.902
H31 2.780 1.128 -2.904  -0.216
H32 4.011 0.426 -3.972  0.376
H33 3.978 -0.001 -2.231  0.272
H34 -0.333 -2.102 -3.976  0.405
H35 0.658 -4.826 -3.705  0.460
H36 2.751 -6.011 -3.091  0.372
H37 4.802 -4.763 -2.566  0.396
H38 4.835 -2.280 -2.631  0.423

Summary:
orbital gap: 5.65 eV
energy relative to the best compared isomer or geometry (same formula, charge and spin): 25.0 kcal/mol
net charge: -1
calculated total energy: -8258.416334 Eh



# 2
Formula: C3H5NO2
Source: OMol25
Level of theory: wB97M-V/def2-TZVPD

Last column: Mulliken charge in e.
Atoms and positions in Å:
C1 -1.060 1.665 -0.120  -0.973
N1 1.036 -0.194 -0.045  -0.413
C2 -0.020 -0.736 0.265  0.685
O1 -0.966 -1.336 0.581  -0.422
C3 1.600 -1.684 -0.066  0.112
O2 1.925 -2.167 -1.096  -0.382
H1 -1.667 0.801 -0.419  0.198
H2 -1.561 2.210 0.675  0.295
H3 -0.844 2.280 -0.993  0.285
H4 -0.098 1.372 0.301  0.255
H5 1.655 -2.211 0.916  0.359

Summary:
orbital gap: 11.16 eV
energy relative to the best compared isomer or geometry (same formula, charge and spin): 57.5 kcal/mol
net charge: 0
calculated total energy: -322.482741 Eh



# 3
Formula: C11H16Cl3NOSTi
Source: OMol25
Level of theory: wB97M-V/def2-TZVPD

Last column: Mulliken charge in e.
Atoms and positions in Å:
C1 -0.722 0.923 -0.969  0.646
C2 -0.881 -0.511 -1.152  0.686
C3 0.446 -1.092 -1.157  0.412
C4 -2.124 -1.226 -1.515  -1.587
C5 1.400 -0.057 -0.933  0.740
C6 0.696 1.181 -0.830  0.893
C7 1.334 2.512 -0.617  -1.769
C8 -1.805 1.938 -0.946  -1.665
C9 0.762 -2.502 -1.489  -1.451
C10 2.892 -0.212 -0.884  -1.617
Ti1 -0.706 -0.040 1.068  0.713
Cl1 -3.269 -3.650 1.239  -0.914
Cl2 -2.715 -0.226 1.893  -0.337
Cl3 0.341 -1.887 1.820  -0.321
H1 -3.005 -0.625 -1.290  0.299
H2 -2.260 -2.168 -0.964  0.225
H3 -2.088 -1.429 -2.589  0.296
H4 -0.030 -3.165 -1.125  0.338
H5 1.729 -2.808 -1.068  0.369
H6 0.823 -2.604 -2.580  0.331
H7 3.135 -1.126 -0.315  0.374
H8 3.338 0.656 -0.367  0.352
H9 3.353 -0.297 -1.889  0.250
H10 2.248 2.403 -0.006  0.415
H11 0.636 3.188 -0.097  0.355
H12 1.622 2.963 -1.584  0.259
H13 -2.729 1.539 -0.511  0.345
H14 -2.011 2.241 -1.977  0.293
H15 -1.517 2.816 -0.354  0.319
O1 -0.168 1.459 1.870  -0.471
H16 0.192 1.939 2.634  0.175
S1 1.353 -0.153 4.456  -0.533
C11 0.251 -0.040 5.664  0.275
N1 -0.524 0.063 6.563  -0.694

Summary:
orbital gap: 5.72 eV
energy relative to the best compared isomer or geometry (same formula, charge and spin): 26.5 kcal/mol
net charge: -2
calculated total energy: -3187.193160 Eh



# 4
Formula: C24H59Cl2F2NbO12P3
Source: OMol25
Level of theory: wB97M-V/def2-TZVPD

Last column: Mulliken charge in e.
Atoms and positions in Å:
C1 0.621 -0.675 -3.276  -0.347
C2 1.066 0.344 -4.401  -0.088
F1 2.339 0.936 -4.064  -0.385
Nb1 -0.447 1.967 -4.937  -0.311
C3 0.647 3.407 -3.552  -0.598
F2 -1.439 0.685 -6.265  -0.689
Cl1 0.971 2.693 -6.889  -0.438
C4 -1.839 1.471 -3.226  -0.621
C5 -3.053 0.487 -3.634  -0.272
C6 -4.203 1.422 -4.220  -0.438
Cl2 -5.118 2.158 -2.784  -0.277
H1 1.482 -1.416 -3.148  0.218
H2 -0.262 -1.310 -3.601  0.414
H3 0.473 -0.214 -2.258  -0.034
H4 1.248 -0.274 -5.342  0.532
H5 -1.643 3.278 -5.446  0.060
H6 -0.043 4.307 -3.436  0.333
H7 0.687 2.918 -2.522  -0.058
H8 1.674 3.694 -3.906  0.280
H9 -1.329 1.109 -2.285  -0.076
H10 -2.354 2.447 -2.932  0.660
H11 -3.482 0.049 -2.676  0.279
H12 -2.736 -0.329 -4.335  0.293
H13 -4.930 0.889 -4.889  0.381
H14 -3.768 2.299 -4.791  0.212
O1 3.064 -1.244 -0.826  -0.626
P1 4.556 -0.910 -0.917  1.295
O2 5.055 -1.775 0.407  -0.303
C7 4.992 -3.193 0.349  -0.087
C8 6.054 -3.759 -0.575  -1.001
O3 4.405 0.598 -0.248  -0.456
C9 3.329 1.443 -0.664  -0.188
C10 2.315 1.559 0.457  -0.845
O4 6.175 -0.551 -1.307  -0.508
C11 7.017 0.352 -0.598  -0.183
C12 7.585 -0.224 0.684  -0.923
H15 3.994 -3.515 0.037  0.024
H16 5.155 -3.563 1.364  0.342
H17 5.885 -3.438 -1.608  0.286
H18 6.047 -4.851 -0.548  0.429
H19 7.047 -3.407 -0.288  0.167
H20 2.863 1.070 -1.578  0.014
H21 3.746 2.428 -0.890  0.382
H22 1.964 0.578 0.781  -0.056
H23 1.451 2.149 0.142  0.316
H24 2.765 2.038 1.331  0.451
H25 6.539 1.315 -0.426  0.221
H26 7.853 0.558 -1.273  0.333
H27 6.822 -0.286 1.462  0.247
H28 8.388 0.414 1.059  0.421
H29 7.982 -1.228 0.523  0.167
O5 -1.471 1.621 2.325  -0.529
P2 -1.629 2.811 3.276  1.222
O6 -2.072 1.966 4.632  -0.393
C13 -1.103 1.135 5.256  0.040
C14 -0.041 1.956 5.965  -1.000
O7 -3.125 3.235 2.707  -0.443
C15 -3.332 3.220 1.292  -0.384
C16 -4.239 2.064 0.922  -0.502
O8 -1.579 4.258 4.175  -0.500
C17 -2.712 4.962 4.674  -0.169
C18 -3.305 4.350 5.928  -0.923
H30 -0.649 0.464 4.521  -0.044
H31 -1.633 0.515 5.983  0.334
H32 0.534 2.552 5.249  0.264
H33 0.650 1.306 6.507  0.440
H34 -0.496 2.652 6.671  0.175
H35 -2.380 3.160 0.759  0.286
H36 -3.804 4.165 1.010  0.351
H37 -3.851 1.114 1.290  -0.003
H38 -4.348 1.995 -0.160  -0.026
H39 -5.226 2.198 1.372  0.383
H40 -3.471 5.121 3.910  0.206
H41 -2.342 5.960 4.930  0.341
H42 -3.848 3.432 5.701  0.246
H43 -4.012 5.046 6.387  0.419
H44 -2.527 4.110 6.655  0.177
O9 -3.327 -3.517 1.614  -0.773
P3 -1.956 -3.712 0.959  1.204
O10 -1.875 -2.265 0.163  -0.251
C19 -1.741 -1.073 0.929  -0.187
C20 -0.357 -0.958 1.535  0.272
O11 -2.521 -4.689 -0.260  -0.393
C21 -3.461 -5.717 0.044  -0.376
C22 -4.820 -5.344 -0.518  -1.178
O12 -0.362 -4.080 0.483  -0.415
C23 0.053 -4.428 -0.837  -0.573
C24 0.185 -3.239 -1.767  -0.783
H45 -2.510 -1.033 1.707  0.257
H46 -1.916 -0.234 0.251  -0.009
H47 -0.177 -1.767 2.254  0.314
H48 -0.241 -0.004 2.050  0.168
H49 0.412 -1.037 0.763  -0.538
H50 -3.518 -5.899 1.120  0.358
H51 -3.109 -6.641 -0.424  0.332
H52 -5.148 -4.370 -0.154  0.278
H53 -5.573 -6.088 -0.246  0.380
H54 -4.773 -5.277 -1.607  0.301
H55 -0.566 -5.210 -1.273  0.270
H56 1.046 -4.874 -0.719  0.416
H57 -0.793 -2.858 -2.066  0.316
H58 0.716 -3.530 -2.677  0.668
H59 0.731 -2.423 -1.290  0.026

Summary:
orbital gap: 4.82 eV
net charge: -1
calculated total energy: -4053.785392 Eh



# 5
Formula: C9H24FN6O12
Source: OMol25
Level of theory: wB97M-V/def2-TZVPD

Last column: Mulliken charge in e.
Atoms and positions in Å:
C1 -0.142 -2.907 1.397  -0.488
C2 -0.005 -2.980 -0.113  -0.446
C3 0.819 -1.892 -0.794  0.025
F1 2.081 -1.661 -0.173  -0.418
H1 0.829 -3.040 1.889  0.271
H2 -0.581 -1.950 1.707  -0.660
H3 -0.997 -2.873 -0.566  0.137
H4 0.419 -3.955 -0.394  0.302
H5 1.055 -2.101 -1.844  0.137
H6 0.265 -0.949 -0.746  0.209
C4 2.322 0.745 1.925  -0.811
N1 0.851 0.928 1.926  0.974
O1 0.188 0.236 2.655  -0.498
O2 0.379 1.756 1.150  -0.658
H7 2.554 -0.032 2.643  0.316
H8 2.599 0.446 0.918  0.256
H9 2.770 1.701 2.184  0.303
C5 3.771 -4.012 -1.776  -0.571
N2 4.643 -5.117 -1.292  0.938
O3 4.336 -6.260 -1.566  -0.558
O4 5.631 -4.804 -0.655  -0.561
H10 2.948 -4.451 -2.327  0.266
H11 3.419 -3.454 -0.912  0.220
H12 4.384 -3.379 -2.408  0.273
C6 -0.682 4.550 1.934  -0.402
N3 -0.068 5.650 2.726  0.928
O5 0.042 6.743 2.203  -0.568
O6 0.289 5.390 3.857  -0.549
H13 -0.948 4.946 0.963  0.301
H14 0.033 3.737 1.860  0.129
H15 -1.550 4.201 2.486  0.190
C7 -5.212 4.067 1.093  -0.802
N4 -3.969 3.272 1.283  0.882
O7 -3.058 3.424 0.496  -0.491
O8 -3.943 2.502 2.222  -0.490
H16 -5.079 4.694 0.221  0.308
H17 -6.025 3.358 0.967  0.306
H18 -5.360 4.648 1.998  0.308
C8 -3.129 -0.959 1.320  -0.516
N5 -3.474 -0.968 -0.127  0.938
O9 -4.649 -0.989 -0.455  -0.619
O10 -2.539 -0.945 -0.896  -0.521
H19 -4.056 -0.978 1.880  0.266
H20 -2.492 -1.826 1.524  0.296
H21 -2.564 -0.046 1.495  0.177
C9 1.456 -0.267 -4.681  -0.721
N6 2.666 -1.095 -4.413  0.855
O11 3.725 -0.751 -4.898  -0.564
O12 2.497 -2.059 -3.699  -0.461
H22 1.745 0.562 -5.315  0.309
H23 0.725 -0.915 -5.155  0.278
H24 1.082 0.060 -3.714  0.274

Summary:
orbital gap: 3.30 eV
net charge: -1
calculated total energy: -1687.979374 Eh



# 6
Formula: C4H6N2
Source: OMol25
Level of theory: wB97M-V/def2-TZVPD

Last column: Mulliken charge in e.
Atoms and positions in Å:
N1 -2.010 0.029 -0.175  -0.581
C1 -0.590 -0.005 -0.093  0.315
C2 0.157 -1.192 -0.168  -0.212
C3 1.509 -0.989 -0.077  -0.539
N2 1.569 0.635 0.193  -0.194
C4 0.275 1.041 0.060  -0.496
H1 -2.287 0.814 -0.759  0.261
H2 -2.413 0.096 0.760  0.257
H3 -0.394 -2.130 -0.206  0.365
H4 2.039 -1.871 0.384  0.254
H5 2.177 1.485 0.087  0.259
H6 -0.033 2.087 -0.008  0.311

Summary:
SMILES string: Nc1cc[nH]c1
orbital gap: 9.03 eV
energy relative to the best compared isomer or geometry (same formula, charge and spin): 53.6 kcal/mol
net charge: 0
calculated total energy: -265.450121 Eh



# 7
Formula: C12H30N2O12S2V
Source: OMol25
Level of theory: wB97M-V/def2-TZVPD

Last column: Mulliken charge in e.
Atoms and positions in Å:
V1 16.996 7.755 13.393  1.063
S1 17.751 8.385 10.227  1.111
O1 18.075 7.359 9.265  -0.487
O2 18.970 8.999 10.637  -0.558
O3 16.975 9.162 9.302  -0.600
O4 16.928 7.992 11.339  -0.477
S2 20.380 8.238 13.497  1.483
O5 21.104 7.893 14.713  -0.842
O6 18.968 8.171 13.568  -0.978
O7 20.750 9.555 13.039  -0.797
O8 20.746 7.370 12.410  -0.760
C1 18.555 2.260 10.090  -0.857
O9 18.213 3.552 10.575  -0.285
C2 18.601 3.808 11.967  -1.175
C3 18.485 5.305 12.308  -0.558
N1 17.276 5.617 13.093  0.973
C4 16.124 5.190 12.388  -0.615
C5 14.861 5.588 13.195  -1.105
O10 14.820 7.010 13.334  -0.063
C6 13.624 7.331 14.037  -0.924
H1 18.145 1.492 10.746  0.327
H2 19.615 2.033 9.977  0.309
H3 18.055 2.152 9.128  0.243
H4 19.681 3.721 12.088  0.590
H5 18.040 3.133 12.613  0.402
H6 18.584 6.006 11.479  0.142
H7 19.178 5.610 13.093  0.326
H8 17.296 5.067 13.940  0.067
H9 16.033 4.109 12.281  0.511
H10 16.109 5.536 11.354  0.285
H11 14.755 4.987 14.098  0.379
H12 13.963 5.277 12.661  0.594
H13 13.410 8.382 13.846  0.126
H14 13.584 7.136 15.109  0.296
H15 12.756 6.818 13.623  0.410
C7 15.045 10.289 12.429  -1.152
O11 16.102 9.671 13.168  0.395
C8 16.596 10.337 14.262  -0.813
C9 16.188 9.500 15.493  -0.823
N2 16.823 8.207 15.503  0.455
C10 16.247 7.441 16.544  -0.278
C11 17.070 6.209 16.974  -1.319
O12 17.577 5.491 15.899  -0.339
C12 18.693 4.793 16.152  -0.887
H16 14.165 10.423 13.059  0.450
H17 14.743 9.754 11.529  0.221
H18 15.485 11.239 12.125  0.337
H19 16.232 11.361 14.343  0.626
H20 17.672 10.503 14.213  0.272
H21 15.104 9.434 15.595  0.382
H22 16.493 10.141 16.320  0.469
H23 17.758 8.271 15.877  0.154
H24 15.313 6.992 16.205  -0.135
H25 15.972 8.086 17.378  0.525
H26 16.382 5.490 17.419  0.455
H27 17.685 6.540 17.811  0.510
H28 19.233 4.407 15.288  0.254
H29 18.592 3.878 16.736  0.316
H30 19.415 5.400 16.699  0.369

Summary:
orbital gap (spin up / spin down): 4.41 / 4.20 eV
expectation value of S²: 6.015
energy relative to the best compared isomer or geometry (same formula, charge and spin): 4.4 kcal/mol
net charge: -1
2S+1: 5
calculated total energy: -3227.888969 Eh



# 8
Formula: C5H8NiO3
Source: OMol25
Level of theory: wB97M-V/def2-TZVPD

Last column: Mulliken charge in e.
Atoms and positions in Å:
O1 -2.542 -0.923 -0.824  -0.721
C1 -0.236 -1.794 -2.711  -0.094
C2 0.373 -0.855 -2.196  -0.305
O2 0.258 0.035 -1.199  -0.120
C3 1.386 0.149 -0.290  -0.415
C4 1.070 1.295 0.637  -0.319
O3 -0.243 1.087 1.157  -0.238
C5 -0.563 1.918 2.274  -0.706
Ni1 -1.502 0.349 -0.164  0.345
H1 -0.466 -2.502 -3.492  0.364
H2 2.288 0.353 -0.878  0.363
H3 1.493 -0.795 0.258  0.321
H4 1.100 2.262 0.113  0.321
H5 1.801 1.303 1.457  0.367
H6 -1.607 1.724 2.544  0.233
H7 0.095 1.667 3.116  0.283
H8 -0.440 2.976 2.002  0.322

Summary:
orbital gap (spin up / spin down): 8.26 / 7.38 eV
expectation value of S²: 2.022
energy relative to the best compared isomer or geometry (same formula, charge and spin): 35.8 kcal/mol
net charge: 0
2S+1: 3
calculated total energy: -1929.082493 Eh